Below is a molecular structure, C18H24Cl2N11PmS2 at a distorted geometry, with properties calculated with ωB97M-V/def2-TZVPD.

As for the total charge: +2. Its total energy is -3627.28244 Ha. As for the expectation value of S²: 6.0054. The value obtained for the max |F| is 3.1 eV/A. The spin multiplicity is 5. As for the LUMO energy (alpha / beta): -6.145 / -6.079 eV. For the HOMO energy (alpha / beta), the calculation gives -0.46233 / -0.46233 Eh. Its energy relative to the best compared isomer or geometry (same formula, charge and spin) is 18.2 kcal/mol.

Each line ends with the Löwdin charge.
Cartesian coordinates (Å):
Pm1 0.80873 -0.04967 0.28633  1.37
C1 0.64673 -5.85018 -0.03683  -0.07
C2 -0.87182 -5.38974 -0.01449  -0.23
N1 -1.13945 -4.21688 0.72270  -0.02
C3 -0.74213 -2.97879 0.37873  -0.77
S1 -0.76425 -1.70153 1.62750  0.57
N2 -0.31994 -2.81978 -0.84133  0.01
N3 -0.24794 -1.47319 -1.17737  -0.19
C4 -0.54980 -1.19789 -2.40826  -0.25
C5 -0.85381 -2.15174 -3.46132  0.00
C6 -0.85045 0.27862 -2.59185  -0.21
C7 -1.40246 0.81322 -3.75919  0.03
C8 -1.60150 2.20883 -3.88936  -0.01
C9 -1.31817 2.97621 -2.80581  -0.03
C10 -0.78224 2.38624 -1.63351  -0.08
N4 -0.64088 1.04991 -1.50092  -0.02
H1 0.72497 -6.72135 -0.76049  0.10
H2 1.08215 -6.19004 0.90481  0.07
H3 1.27980 -5.07018 -0.43947  0.03
H4 -1.55580 -6.19465 0.27101  0.12
H5 -1.09123 -5.14443 -1.09651  0.12
H6 -1.33397 -4.31097 1.70951  0.13
H7 -0.56314 -3.14204 -3.19365  0.07
H8 -0.38669 -1.81592 -4.39587  0.11
H9 -1.93604 -2.15649 -3.60794  0.12
H10 -1.54530 0.13222 -4.59835  0.12
H11 -1.99644 2.57710 -4.87831  0.15
H12 -1.45553 4.03455 -2.76489  0.11
H13 -0.63700 3.04345 -0.78107  0.11
Cl1 2.99388 0.17294 2.46258  0.58
C11 2.98509 -1.56762 2.40686  -0.99
Cl2 2.94782 -2.29285 0.77623  0.57
H14 2.12204 -1.91612 2.99138  0.03
H15 3.88865 -1.92748 2.93278  0.06
N5 5.05738 2.55151 -0.54796  0.17
N6 4.32531 1.55203 -1.17227  -0.28
N7 4.83472 0.66996 -1.93581  0.16
C12 3.81404 -0.15324 -2.16459  -0.14
N8 2.72246 0.25091 -1.47833  -0.11
N9 3.04683 1.37316 -0.89380  0.02
H16 5.58467 2.02922 0.12998  0.11
H17 5.63493 2.97970 -1.23842  0.11
H18 3.93191 -1.05068 -2.79561  0.14
N10 -3.29187 5.06559 4.13334  0.10
C13 -3.41392 3.75707 4.18093  -0.86
S2 -4.43555 2.94616 5.19258  0.72
C14 -2.43401 3.05468 3.26192  -0.20
C15 -1.10902 3.43693 3.12440  0.01
C16 -0.33499 2.70005 2.20074  -0.12
N11 -0.77503 1.61993 1.53934  -0.10
C17 -2.06449 1.32288 1.62904  -0.18
C18 -2.92420 1.99866 2.48073  0.01
H19 -3.92694 5.67100 4.61437  0.11
H20 -2.72996 5.51436 3.41892  0.12
H21 -0.68221 4.23112 3.70888  0.12
H22 0.77016 2.94769 2.14167  0.13
H23 -2.54698 0.48283 1.12736  0.10
H24 -3.94712 1.65472 2.50895  0.12

Below is 2 unconnected molecules or ions with the total composition C5H6O, with properties calculated with ωB97M-V/def2-TZVPD.

Its total energy is -269.16385 Ha. The value obtained for the max |F| is 0.5 eV/A. As for the LUMO energy: 0.480 eV. For the HOMO energy, the calculation gives -0.31904 Eh. Its energy relative to the best compared isomer or geometry (same formula, charge and spin) is 114.5 kcal/mol.

Each line ends with the Löwdin charge.
Cartesian coordinates (Å):
C1 1.57113 0.33549 -0.10722  -0.09
C2 1.80046 -0.97863 0.19330  0.03
C3 0.31707 -1.34466 0.49288  -0.16
C4 0.50617 0.08084 0.77777  -0.19
H1 2.14072 1.19220 -0.44121  0.10
H2 0.11100 -2.02384 1.32097  0.10
H3 -0.22119 -1.60977 -0.41466  0.10
H4 0.39902 0.49754 1.78195  0.12
C5 -1.65066 0.96479 -0.90951  -0.18
O1 -2.59626 0.32657 -0.52705  -0.01
H5 -0.99298 0.61777 -1.73221  0.09
H6 -1.36080 1.93068 -0.45183  0.09

Below is a gas-phase ion, C13H18N (charge +1) at a distorted geometry, with properties calculated with ωB97M-V/def2-TZVPD.

As for the total charge: +1. Its total energy is -560.43304 Ha. As for the expectation value of S²: 2.0053. The value obtained for the max |F| is 6.0 eV/A. The spin multiplicity is 3. As for the LUMO energy (alpha / beta): -2.401 / -5.074 eV. For the HOMO energy (alpha / beta), the calculation gives -0.46340 / -0.48863 Eh. Its energy relative to the best compared isomer or geometry (same formula, charge and spin) is 40.4 kcal/mol.

Each line ends with the Löwdin charge.
Cartesian coordinates (Å):
C1 1.81197 1.44119 -0.23750  0.03
C2 0.08443 -1.97680 0.69899  0.03
C3 0.82919 0.90018 -0.93181  -0.17
C4 0.99456 -1.05540 1.30899  -0.06
C5 2.83597 0.31550 0.12142  -0.07
C6 0.16137 0.15489 1.61371  -0.01
C7 2.01312 -0.94944 0.17886  -0.16
C8 -0.61331 1.26493 -0.67188  -0.19
C9 0.96914 -0.54738 -0.96103  -0.09
C10 -0.84959 0.09770 0.37488  -0.30
C11 -0.96915 2.60570 -0.02270  -0.03
C12 -2.28562 -0.27792 0.80226  0.02
C13 -1.25078 -1.91703 -1.41508  0.05
N1 -0.39819 -1.16704 -0.38307  -0.16
H1 1.89698 2.40473 0.16177  0.12
H2 0.61808 -2.91556 0.35289  0.17
H3 3.54385 0.27705 -0.63516  0.11
H4 3.19624 0.44063 1.12362  0.12
H5 -0.37159 0.04558 2.55367  0.14
H6 0.76779 1.01236 1.55868  0.09
H7 2.54403 -1.89130 -0.09733  0.17
H8 -1.27409 1.10238 -1.54779  0.15
H9 1.10329 -1.03453 -1.97642  0.18
H10 -0.55996 2.77498 0.98721  0.09
H11 -1.96759 2.80370 0.21796  0.05
H12 -0.70524 3.49267 -0.71168  0.13
H13 -2.79872 -0.67245 -0.00855  0.05
H14 -2.90839 0.58615 1.12125  0.11
H15 -2.28302 -1.00622 1.59728  0.10
H16 -1.60318 -1.17791 -2.28113  0.16
H17 -0.55092 -2.69484 -1.93217  0.14
H18 -1.98067 -2.43648 -0.96015  0.04